No. 1
Computed, not measured: an isolated molecule of C21H24ClN3O3, with the ωB97M-V functional and the def2-TZVPD basis.

As for the HOMO energy: -7.485 eV. The LUMO energy comes out at 0.8 eV. The molar mass comes out at 401.89 Da. For the calculated total energy, the calculation gives -45302.280 eV.

Geometry as XYZ:
```
52
C21H24ClN3O3 | the Open Molecules 2025 dataset | the ωB97M-V functional and the def2-TZVPD basis
C 0.3685 1.3614 1.8740
C 1.3791 2.4731 1.5934
C 1.2296 3.0010 0.1785
O 1.9466 2.5914 -0.7165
N 0.2925 3.9540 -0.0572
C -0.7018 4.4684 0.8502
C -2.1191 3.9855 0.4120
N -2.0626 3.3137 -0.8674
C -1.8543 1.9309 -0.8738
C -0.9170 1.3055 -1.6975
C -0.7359 -0.0608 -1.6482
C -1.4882 -0.8501 -0.7857
N -1.1842 -2.2162 -0.7146
C -1.5232 -3.1032 0.2512
O -2.4132 -2.9706 1.0610
C -0.6640 -4.3770 0.2193
O 0.5408 -4.2766 -0.5096
C 1.4881 -3.3195 -0.2664
C 2.4381 -3.2235 -1.2906
C 3.4567 -2.2972 -1.2561
C 3.5548 -1.4235 -0.1852
C 2.6407 -1.5138 0.8436
C 1.6164 -2.4531 0.8198
Cl 0.5425 -2.4569 2.1934
C -2.4720 -0.2501 -0.0087
C -2.6504 1.1161 -0.0622
C -1.3784 4.1411 -1.8345
C 0.0870 4.4216 -1.4141
H 0.5627 0.9138 2.8462
H -0.6521 1.7347 1.8670
H 0.4468 0.5886 1.1131
H 1.2972 3.2725 2.3309
H 2.3869 2.0580 1.6534
H -0.6540 5.5641 0.8139
H -0.4955 4.1544 1.8697
H -2.5311 3.3125 1.1606
H -2.7910 4.8457 0.3213
H -0.2851 1.8741 -2.3578
H 0.0265 -0.5156 -2.2655
H -0.4669 -2.5089 -1.3657
H -0.4998 -4.7077 1.2498
H -1.2290 -5.1597 -0.2987
H 2.3347 -3.9088 -2.1179
H 4.1655 -2.2506 -2.0679
H 4.3325 -0.6781 -0.1513
H 2.7077 -0.8520 1.6922
H -3.0804 -0.8546 0.6427
H -3.4327 1.5562 0.5377
H -1.4269 3.6659 -2.8137
H -1.9353 5.0823 -1.8916
H 0.3017 5.4956 -1.4596
H 0.8037 3.8954 -2.0454
```

For reference, the Mulliken charges in units of e are: -0.42 -0.98 0.88 -0.69 0.09 -0.64 -0.97 -0.10 0.56 -0.18 -0.97 0.56 -0.10 0.39 -0.64 -0.58 -0.50 -0.16 -0.33 -0.57 -0.54 -0.45 0.83 -0.16 -0.51 -0.61 -0.80 -0.95 0.50 0.23 -0.20 0.38 0.40 0.30 0.34 0.40 0.41 0.22 0.28 0.16 0.38 0.38 0.43 0.39 0.40 0.47 0.53 0.50 0.45 0.36 0.43 0.41


No. 2
Computed, not measured: a structure of composition C21H24CrN7SSb, with the ωB97M-V functional and the def2-TZVPD basis.

As for the HOMO energy (alpha / beta): -17.954 / -18.087 eV. The LUMO energy (alpha / beta) comes out at -11.2 / -9.8 eV. As for the spin multiplicity: 4. The molar mass comes out at 580.30 Da. For the calculated total energy, the calculation gives -78365.309 eV. The net charge is +3.

Geometry as XYZ:
```
55
C21H24CrN7SSb | the Open Molecules 2025 dataset | the ωB97M-V functional and the def2-TZVPD basis
Cr 0.0975 0.3025 -0.1006
C 2.1404 2.8871 1.1025
C 1.7754 2.8957 -0.3528
C 2.4502 3.7411 -1.2266
C 2.0686 3.8365 -2.5466
C 0.9137 3.1713 -2.9670
C 0.2602 2.3515 -2.0777
N 0.7354 2.1478 -0.8162
Sb -1.8041 1.8453 -2.4495
C -2.1939 2.0642 -0.3046
C -3.2366 2.8728 0.0885
C -3.4934 3.0468 1.4483
C -2.6966 2.4079 2.3768
C -1.6443 1.6056 1.9555
C -0.7363 0.9219 2.9434
N -1.4156 1.4455 0.6291
C -1.6467 -0.3088 -2.1856
C -2.1958 -1.1499 -3.1308
C -2.6345 -2.4113 -2.7319
C -2.6344 -2.7282 -1.3821
C -2.0700 -1.8620 -0.4595
C -2.2441 -2.0900 1.0160
N -1.4734 -0.7220 -0.9017
H 3.2217 2.8948 1.2391
H 1.7364 2.0351 1.6334
H 1.7484 3.7985 1.5638
H 3.2774 4.3272 -0.8430
H 2.6219 4.4660 -3.2351
H 0.5214 3.3207 -3.9645
H -3.8541 3.3656 -0.6500
H -4.3138 3.6798 1.7745
H -2.8774 2.5267 3.4375
H -1.1127 1.0387 3.9576
H 0.2651 1.3535 2.9297
H -0.6533 -0.1520 2.7597
H -2.3168 -0.8198 -4.1537
H -3.0565 -3.1000 -3.4564
H -3.1145 -3.6349 -1.0266
H -2.3386 -3.1508 1.2510
H -3.1741 -1.6138 1.3355
H -1.4484 -1.6584 1.6125
C 2.6116 -5.1452 0.7424
C 3.0897 -3.7594 0.4904
N 4.3180 -3.3756 0.3822
N 4.2386 -2.0206 0.1688
C 3.0128 -1.5548 0.1343
S 2.4742 0.0457 -0.1898
N 2.2628 -2.6369 0.3387
N 0.8847 -2.5167 0.4032
H 3.4542 -5.8273 0.6525
H 1.8476 -5.4407 0.0214
H 2.2029 -5.2422 1.7505
H 5.0925 -1.4951 0.0509
H 0.4702 -3.0826 -0.3301
H 0.5866 -2.8968 1.2929
```

For reference, the Mulliken charges in units of e are: 0.51 -0.84 0.63 -0.94 -0.51 -0.70 -0.17 0.72 0.95 0.02 -0.83 -0.53 -0.95 0.87 -1.17 0.74 0.00 -0.69 -0.48 -0.74 0.33 -0.95 0.66 0.44 -0.18 0.37 0.54 0.47 0.48 0.49 0.46 0.55 0.47 0.21 0.14 0.50 0.48 0.52 0.46 0.33 -0.15 -1.26 0.85 -0.66 0.26 0.23 -0.29 0.15 -0.67 0.36 0.34 0.34 0.20 0.32 0.32


Q: Which formula does entry 1 have?
A: C21H24ClN3O3


Repeat the first record exactly.
Computed, not measured: an isolated molecule of C21H24ClN3O3, with the ωB97M-V functional and the def2-TZVPD basis.

As for the HOMO energy: -7.485 eV. The LUMO energy comes out at 0.8 eV. The molar mass comes out at 401.89 Da. For the calculated total energy, the calculation gives -45302.280 eV.

Geometry as XYZ:
```
52
C21H24ClN3O3 | the Open Molecules 2025 dataset | the ωB97M-V functional and the def2-TZVPD basis
C 0.3685 1.3614 1.8740
C 1.3791 2.4731 1.5934
C 1.2296 3.0010 0.1785
O 1.9466 2.5914 -0.7165
N 0.2925 3.9540 -0.0572
C -0.7018 4.4684 0.8502
C -2.1191 3.9855 0.4120
N -2.0626 3.3137 -0.8674
C -1.8543 1.9309 -0.8738
C -0.9170 1.3055 -1.6975
C -0.7359 -0.0608 -1.6482
C -1.4882 -0.8501 -0.7857
N -1.1842 -2.2162 -0.7146
C -1.5232 -3.1032 0.2512
O -2.4132 -2.9706 1.0610
C -0.6640 -4.3770 0.2193
O 0.5408 -4.2766 -0.5096
C 1.4881 -3.3195 -0.2664
C 2.4381 -3.2235 -1.2906
C 3.4567 -2.2972 -1.2561
C 3.5548 -1.4235 -0.1852
C 2.6407 -1.5138 0.8436
C 1.6164 -2.4531 0.8198
Cl 0.5425 -2.4569 2.1934
C -2.4720 -0.2501 -0.0087
C -2.6504 1.1161 -0.0622
C -1.3784 4.1411 -1.8345
C 0.0870 4.4216 -1.4141
H 0.5627 0.9138 2.8462
H -0.6521 1.7347 1.8670
H 0.4468 0.5886 1.1131
H 1.2972 3.2725 2.3309
H 2.3869 2.0580 1.6534
H -0.6540 5.5641 0.8139
H -0.4955 4.1544 1.8697
H -2.5311 3.3125 1.1606
H -2.7910 4.8457 0.3213
H -0.2851 1.8741 -2.3578
H 0.0265 -0.5156 -2.2655
H -0.4669 -2.5089 -1.3657
H -0.4998 -4.7077 1.2498
H -1.2290 -5.1597 -0.2987
H 2.3347 -3.9088 -2.1179
H 4.1655 -2.2506 -2.0679
H 4.3325 -0.6781 -0.1513
H 2.7077 -0.8520 1.6922
H -3.0804 -0.8546 0.6427
H -3.4327 1.5562 0.5377
H -1.4269 3.6659 -2.8137
H -1.9353 5.0823 -1.8916
H 0.3017 5.4956 -1.4596
H 0.8037 3.8954 -2.0454
```

For reference, the Mulliken charges in units of e are: -0.42 -0.98 0.88 -0.69 0.09 -0.64 -0.97 -0.10 0.56 -0.18 -0.97 0.56 -0.10 0.39 -0.64 -0.58 -0.50 -0.16 -0.33 -0.57 -0.54 -0.45 0.83 -0.16 -0.51 -0.61 -0.80 -0.95 0.50 0.23 -0.20 0.38 0.40 0.30 0.34 0.40 0.41 0.22 0.28 0.16 0.38 0.38 0.43 0.39 0.40 0.47 0.53 0.50 0.45 0.36 0.43 0.41